Entry 1:
Here is a 2-piece molecular cluster, Cl2HPS2 overall in a non-equilibrium geometry from the OMol25 dataset. Energies are from ωB97M-V/def2-TZVPD.

Each line ends with the Löwdin charge.
Positions of all 6 atoms, in Å:
S1 1.756497 -2.089151 -0.872383  0.050
P1 2.243385 -0.474781 0.053514  -0.058
Cl1 2.023953 1.155231 -1.260529  -0.020
S2 -2.270073 0.320231 0.002156  0.245
Cl2 -0.522229 0.591257 1.092380  -0.045
H1 -3.231535 0.497211 0.984861  -0.172

Cartesian forces, eV/Å:
S 0.34 0.99 0.57
P -0.32 -0.67 -0.97
Cl 0.14 -0.38 0.25
S -0.08 0.12 0.63
Cl -1.09 0.02 -0.04
H 1.01 -0.08 -0.43

Calculated values
E_HOMO in eV: -9.60
Gap between HOMO and LUMO in eV: 8.0224
LUMO energy in eV: -1.576
Relative energy (zero: lowest compared OMol25 entry of this formula, charge and spin) in kcal/mol: 39.2
SMILES: S=PCl.SCl

Entry 2:
Here is a 2-piece molecular cluster, Cl2NO2S overall in a non-equilibrium geometry from the OMol25 dataset. Energies are from ωB97M-V/def2-TZVPD.

Each line ends with the Mulliken spin population.
Positions of all 6 atoms, in Å:
N1 -1.083600 0.095517 -1.033526  0.946
O1 1.579341 0.097115 0.794542  0.076
O2 -0.363202 -0.336495 2.217436  0.083
S1 0.395482 -0.733276 1.072808  0.288
Cl1 0.180818 -0.828760 -1.998993  0.367
Cl2 -0.708840 1.705898 -1.052267  0.240

Cartesian forces, eV/Å:
N -1.18 -0.21 0.53
O -0.50 -0.40 0.25
O -1.21 0.58 1.77
S 2.01 -0.39 -1.30
Cl 0.94 -1.14 -1.24
Cl -0.05 1.56 -0.03

Calculated values
E_HOMO (alpha / beta) in eV: -1.14 / -6.06
Gap between HOMO and LUMO (alpha / beta) in eV: 4.5500 / 9.0402
2S+1: 3
LUMO energy (alpha / beta) in eV: 3.415 / 2.976
Total charge: -1
Relative energy (zero: lowest compared OMol25 entry of this formula, charge and spin) in kcal/mol: 9.1

Entry 3:
Here is Cl2O2S in the gas phase in a non-equilibrium geometry from the OMol25 dataset. Energies are from ωB97M-V/def2-TZVPD.

Each line ends with the Mulliken spin population.
Positions of all 5 atoms, in Å:
O1 0.263705 0.207213 1.570233  -0.001
O2 -0.060727 0.576211 -1.002276  0.619
S1 0.781514 -0.164693 0.323979  0.061
Cl1 -1.324519 1.712144 -0.700696  1.225
Cl2 0.340027 -2.330876 -0.191240  0.095

Cartesian forces, eV/Å:
O -1.54 0.41 1.60
O 3.95 -4.25 0.67
S 1.57 -1.38 -3.39
Cl -3.92 3.57 0.74
Cl -0.06 1.66 0.39

Calculated values
E_HOMO (alpha / beta) in eV: -8.35 / -10.99
Gap between HOMO and LUMO (alpha / beta) in eV: 7.2669 / 6.8224
2S+1: 3
LUMO energy (alpha / beta) in eV: -1.081 / -4.164
Relative energy (zero: lowest compared OMol25 entry of this formula, charge and spin) in kcal/mol: 36.5

Entry 4:
Here is Cl2O8Sr3 as an isolated structure in a non-equilibrium geometry from the OMol25 dataset. Energies are from ωB97M-V/def2-TZVPD.

Each line ends with the Löwdin charge.
Positions of all 13 atoms, in Å:
Sr1 3.239461 1.472655 -0.254333  1.876
Sr2 -2.574648 0.814153 -2.522595  1.893
Sr3 -1.059160 -4.154397 1.245726  1.924
Cl1 -0.340546 1.994864 1.214333  0.619
O1 -1.654509 2.155641 1.687695  -0.262
O2 -0.378769 1.051912 0.115229  -0.492
O3 0.179268 3.258595 0.809625  -0.328
O4 0.636057 1.487431 2.181614  -0.352
Cl2 0.424698 -1.616208 -0.872820  0.724
O5 -0.270777 -0.738269 -1.925621  -0.469
O6 -0.396000 -1.776230 0.350987  -0.496
O7 0.565486 -2.945683 -1.462154  -0.293
O8 1.629440 -1.004463 -0.567684  -0.345

Cartesian forces (eV/Å) of the 6 atoms listed first:
Sr -0.95 0.11 0.79
Sr 0.86 -0.02 0.64
Sr 0.39 0.31 -0.18
Cl 1.22 1.47 2.62
O -0.61 -0.50 0.60
O 0.09 -0.93 -2.41

Calculated values
E_HOMO in eV: -20.41
Gap between HOMO and LUMO in eV: 6.8940
LUMO energy in eV: -13.519
Total charge: +4
Relative energy (zero: lowest compared OMol25 entry of this formula, charge and spin) in kcal/mol: 0.0

Entry 5:
Here is Cl2O8Tl as an isolated structure in a non-equilibrium geometry from the OMol25 dataset. Energies are from ωB97M-V/def2-TZVPD.

Each line ends with the Löwdin charge.
Positions of all 11 atoms, in Å:
Tl1 2.361151 -1.770564 -0.618454  1.156
Cl1 -1.868250 -1.549453 -0.415916  0.709
O1 -2.539248 -0.811888 0.575847  -0.141
O2 -1.907735 -2.978293 -0.241195  -0.133
O3 -2.433718 -1.276695 -1.745045  -0.127
O4 -0.470561 -1.216240 -0.425116  -0.389
Cl2 1.367070 1.879483 0.575395  0.688
O5 2.441890 1.040340 0.168698  -0.409
O6 1.848445 2.805825 1.560780  -0.085
O7 0.932385 2.796482 -0.448965  -0.092
O8 0.268576 1.081007 1.013969  -0.176

Cartesian forces (eV/Å) of the 6 atoms listed first:
Tl 0.02 0.12 0.03
Cl -1.48 -0.83 -2.07
O -0.10 0.14 0.26
O -0.16 0.41 0.17
O 0.54 -0.10 1.55
O 1.41 0.70 0.23

Calculated values
E_HOMO in eV: -14.64
Gap between HOMO and LUMO in eV: 2.8980
LUMO energy in eV: -11.738
Total charge: +1
Relative energy (zero: lowest compared OMol25 entry of this formula, charge and spin) in kcal/mol: 30.1

Entry 6:
Here is Cl2Zn as an isolated structure in a non-equilibrium geometry from the OMol25 dataset. Energies are from ωB97M-V/def2-TZVPD.

Each line ends with the Löwdin charge.
Positions of all 3 atoms, in Å:
Zn1 14.602230 20.375050 -11.056460  0.728
Cl1 18.498840 20.810010 -13.179290  -0.354
Cl2 12.185600 18.432890 -8.751790  -0.374

Cartesian forces, eV/Å:
Zn -0.06 -0.54 0.35
Cl -0.69 -0.07 0.37
Cl 0.75 0.61 -0.72

Calculated values
E_HOMO in eV: -9.44
Gap between HOMO and LUMO in eV: 2.9184
LUMO energy in eV: -6.526
Relative energy (zero: lowest compared OMol25 entry of this formula, charge and spin) in kcal/mol: 66.3

Entry 7:
Here is a 2-piece molecular cluster, Cl3H3Si3 overall in a non-equilibrium geometry from the OMol25 dataset. Energies are from ωB97M-V/def2-TZVPD.

Each line ends with the Löwdin charge.
Positions of all 9 atoms, in Å:
Si1 -3.185281 -0.403126 -0.620337  -0.115
Si2 -1.672677 1.169804 -0.319007  0.343
Si3 2.548012 0.147929 0.285103  -0.218
Cl1 -3.786926 -1.049202 1.332044  0.002
Cl2 2.768907 -0.383866 -1.695291  0.197
Cl3 1.716920 2.005603 0.412680  0.136
H1 -4.059029 -1.390458 -1.248950  -0.160
H2 1.747623 -0.560728 1.175364  -0.100
H3 3.922447 0.464047 0.678394  -0.086

Cartesian forces (eV/Å) of the 6 atoms listed first:
Si -0.38 -0.43 1.32
Si -0.23 -0.16 -0.15
Si 1.52 1.78 -1.23
Cl 0.44 0.50 -0.26
Cl -0.43 -0.24 0.43
Cl -0.28 0.52 -0.16

Calculated values
E_HOMO in eV: -7.74
Gap between HOMO and LUMO in eV: 5.9085
LUMO energy in eV: -1.829
Relative energy (zero: lowest compared OMol25 entry of this formula, charge and spin) in kcal/mol: 47.7

Entry 8:
Here is Cl3LiO12 as an isolated structure in a non-equilibrium geometry from the OMol25 dataset. Energies are from ωB97M-V/def2-TZVPD.

Each line ends with the Löwdin charge.
Positions of all 16 atoms, in Å:
Li1 -0.268160 0.523854 0.667416  0.679
Cl1 1.977728 -0.350968 1.682456  0.618
O1 3.271153 0.214941 1.922209  -0.354
O2 0.899445 0.158362 2.621738  -0.424
O3 1.740180 0.060798 0.333247  -0.398
O4 1.928510 -1.736248 1.732522  -0.311
Cl2 -1.118166 -2.483465 -0.864503  0.563
O5 -1.121263 -1.604415 -2.095492  -0.407
O6 -1.088804 -1.689859 0.251628  -0.369
O7 -2.244034 -3.273397 -1.025084  -0.359
O8 0.008940 -3.324247 -0.790769  -0.355
Cl3 -0.774062 2.707915 -0.827773  0.702
O9 0.590750 3.096104 -1.263147  -0.368
O10 -1.109475 1.573963 -1.694006  -0.374
O11 -1.026518 2.257062 0.533207  -0.436
O12 -1.666223 3.869600 -1.183648  -0.406

Cartesian forces (eV/Å) of the 6 atoms listed first:
Li 0.21 -0.79 -0.18
Cl -0.28 2.12 0.35
O 0.46 -0.20 2.02
O 1.49 0.04 -1.74
O -2.33 0.82 -1.31
O 0.53 -2.74 0.78

Calculated values
E_HOMO in eV: -3.12
Gap between HOMO and LUMO in eV: 8.3836
LUMO energy in eV: 5.265
Total charge: -2